[1]
Here is one molecule with the formula C5H5ClNP at a distorted geometry from the OMol25 dataset. Energies are from ωB97M-V with the def2-TZVPD basis set.

Results
**E_HOMO**: -9.2 eV
**Structure (SMILES)**: Pc1ccncc1Cl
**LUMO energy**: 0.0027 hartree

Geometry (Å):
1 P 0.99660 -2.27702 0.15557
2 C 0.19617 -0.66769 -0.00185
3 C -1.19238 -0.31728 0.20666
4 C -1.55423 1.00422 0.11374
5 N -0.72770 2.05855 0.04372
6 C 0.58486 1.84817 0.01150
7 C 1.17104 0.57739 -0.06495
8 Cl 2.80591 0.24345 -0.20837
9 H 1.23896 -2.60222 -1.17142
10 H -0.23231 -3.07135 0.08264
11 H -1.87377 -1.13568 0.36171
12 H -2.55850 1.44413 0.40464
13 H 1.14535 2.89535 0.06640

Forces on atoms 1 to 6 (eV/Å):
-1.12 -1.12 0.63
0.61 4.90 0.25
3.04 -1.32 -0.97
-1.35 2.58 1.64
0.06 -1.09 0.02
1.41 1.83 -0.22

[2]
Here is C5H5CuO5 as an isolated structure at a distorted geometry from the OMol25 dataset. Energies are from ωB97M-V with the def2-TZVPD basis set.

Results
**Spin multiplicity**: 3
**E_HOMO (spin up / spin down)**: -8.3 / -8.2 eV
**LUMO energy (spin up / spin down)**: -0.0023 / -0.0806 hartree

Geometry (Å):
1 O -1.53081 -1.36400 1.72095
2 C -2.38237 -1.49086 0.86446
3 O -3.13837 -2.19929 0.31063
4 O 1.22682 0.49566 2.65247
5 C 2.21133 0.66688 1.85896
6 C 2.26563 0.42803 0.53793
7 O 1.04739 -0.06571 0.00327
8 C 0.54237 0.60199 -1.16301
9 C -0.90894 0.16981 -1.29959
10 O -1.57701 0.27445 -0.06508
11 Cu -0.35903 0.23937 1.44848
12 H 3.14733 0.35691 -0.09508
13 H 1.13214 0.30938 -2.04370
14 H 0.63786 1.69193 -1.03827
15 H -0.92309 -0.89115 -1.60906
16 H -1.39126 0.77661 -2.08334

Forces on atoms 1 to 6 (eV/Å):
-1.58 0.24 -0.15
1.08 -2.80 0.57
0.63 2.39 0.17
-0.73 0.44 -0.42
-0.28 -0.59 -0.40
0.96 0.20 0.43

[3]
Here is C5H5ErFO4 as an isolated structure at a distorted geometry from the OMol25 dataset. Energies are from ωB97M-V with the def2-TZVPD basis set.

Results
**Spin multiplicity**: 5
**Charge**: +2
**E_HOMO (spin up / spin down)**: -15.6 / -15.6 eV
**LUMO energy (spin up / spin down)**: -0.3289 / -0.3613 hartree

Geometry (Å):
1 C 0.21426 -0.81160 1.91684
2 H -0.45285 -0.61614 0.84123
3 H 0.55075 -1.83703 1.70601
4 C 1.34193 -0.06577 2.42977
5 O 2.31799 0.34554 1.76902
6 Er 3.12123 1.18280 -0.23073
7 H 1.43848 -0.00341 3.52751
8 O -0.90122 1.38885 -2.37593
9 O -0.08907 -0.46936 -1.68862
10 O 1.25432 1.31633 -1.75774
11 C -2.02145 0.58512 -2.00731
12 C -1.46523 -0.51036 -1.24099
13 C 0.18567 0.75845 -2.04893
14 H -2.94402 1.13953 -1.85553
15 H -0.63858 -0.61741 2.58566
16 F -1.91222 -1.78555 -1.57026

Forces on atoms 1 to 6 (eV/Å):
-3.62 0.65 -2.91
2.69 0.23 2.46
-0.33 -0.12 0.82
1.80 0.20 -0.43
-0.75 0.18 -0.31
-0.62 -0.08 -0.17

[4]
Here is one molecule with the formula C5H5F at a distorted geometry from the OMol25 dataset. Energies are from ωB97M-V with the def2-TZVPD basis set.

Results
**E_HOMO**: -8.7 eV
**Structure (SMILES)**: FC1=CC=CC1
**LUMO energy**: 0.0408 hartree

Geometry (Å):
1 F 2.06510 0.00748 -0.00295
2 C 0.74086 0.03062 0.00026
3 C -0.02451 1.13896 0.00920
4 C -1.47815 0.72167 0.04221
5 C -1.50802 -0.58728 -0.06464
6 C -0.11986 -1.12448 0.02748
7 H 0.37223 2.08396 -0.09614
8 H -2.29158 1.45834 0.00114
9 H -2.40259 -1.19222 -0.00168
10 H -0.01789 -1.76205 0.95326
11 H 0.09198 -1.73225 -0.91702

Forces on atoms 1 to 6 (eV/Å):
0.38 -0.38 -0.11
-1.33 2.34 0.59
-0.80 -1.93 0.01
1.46 2.37 -0.84
-0.61 -1.00 0.99
-0.04 -3.32 -0.91

[5]
Here is C5H5F3NO as an isolated structure at a distorted geometry from the OMol25 dataset. Energies are from ωB97M-V with the def2-TZVPD basis set.

Results
**Charge**: +1
**E_HOMO (spin up / spin down)**: -14.8 / -14.8 eV
**LUMO energy (spin up / spin down)**: -0.2124 / -0.2124 hartree

Geometry (Å):
1 C 0.62852 0.55219 0.85408
2 C 0.62032 0.71331 2.21371
3 C -1.06520 -0.74841 1.41303
4 C -0.34522 -0.79075 -0.91812
5 C -1.89923 -1.99671 1.77564
6 N -0.26121 -0.37063 0.46572
7 O -0.17430 -0.01132 2.82703
8 F -1.64525 -2.88588 0.80724
9 F -1.69427 -2.47480 2.92694
10 F -3.13935 -1.62614 1.76021
11 H 1.39440 0.93966 0.11940
12 H 1.30180 1.32140 2.92699
13 H -1.55670 -0.89435 -0.96825
14 H 0.05311 -0.08548 -1.62276
15 H 0.04369 -1.72141 -0.93858

Forces on atoms 1 to 6 (eV/Å):
3.34 1.72 -1.28
3.30 2.13 0.44
2.99 0.75 4.03
-5.81 1.34 0.24
0.12 1.25 -1.80
-0.45 0.82 1.61

[6]
Here is one molecule with the formula C5H5FO2 at a distorted geometry from the OMol25 dataset. Energies are from ωB97M-V with the def2-TZVPD basis set.

Results
**E_HOMO**: -9.9 eV
**Structure (SMILES)**: C=CC(F)(C=O)C=O
**LUMO energy**: -0.0262 hartree

Geometry (Å):
1 C 1.54171 0.91237 -0.46842
2 C 0.28734 1.16193 0.02068
3 C -0.64431 0.06205 0.50551
4 F -1.52230 0.59164 1.42890
5 C 0.09072 -1.25662 0.77618
6 O 1.07973 -1.63704 0.11199
7 C -1.43642 -0.60004 -0.68097
8 O -2.64084 -0.26363 -0.81989
9 H 1.95180 -0.06120 -0.62766
10 H 2.34094 1.83042 -0.66300
11 H -0.16777 2.29781 -0.06061
12 H -0.02632 -1.84797 1.85662
13 H -0.85428 -1.18971 -1.37932

Forces on atoms 1 to 6 (eV/Å):
0.39 3.78 0.39
1.18 1.94 -1.49
0.00 -1.06 -1.65
0.82 -1.13 -0.31
4.40 -1.44 3.68
-3.76 0.59 1.26

[7]
Here is one molecule with the formula C5H5FO2 at a distorted geometry from the OMol25 dataset. Energies are from ωB97M-V with the def2-TZVPD basis set.

Results
**E_HOMO**: -8.9 eV
**Structure (SMILES)**: O=CO/C=C/C=C\F
**LUMO energy**: 0.0160 hartree

Geometry (Å):
1 O -0.55950 -1.77497 -2.08566
2 C -1.69361 -1.30643 -1.78244
3 O -1.93061 -0.53274 -0.65667
4 C -0.73762 -0.29385 0.22529
5 C 0.55459 -0.34948 -0.05225
6 C 1.49917 0.58583 0.63550
7 C 1.16290 1.59202 1.41136
8 F -0.07440 1.90868 1.72969
9 H -2.64872 -1.69954 -2.30350
10 H -0.94075 0.20258 1.06258
11 H 0.97366 -1.01658 -0.71976
12 H 2.59589 0.51044 0.41751
13 H 1.79899 2.17404 2.11835

Forces on atoms 1 to 6 (eV/Å):
-4.53 1.95 0.78
3.04 -2.39 0.30
2.39 -1.51 0.10
-0.86 -0.97 -4.32
0.69 1.09 0.84
0.76 -1.20 -0.62

[8]
Here is C5H5FeO as an isolated structure at a distorted geometry from the OMol25 dataset. Energies are from ωB97M-V with the def2-TZVPD basis set.

Results
**Spin multiplicity**: 6
**Charge**: +2
**E_HOMO (spin up / spin down)**: -20.4 / -20.4 eV
**LUMO energy (spin up / spin down)**: -0.3780 / -0.4811 hartree

Geometry (Å):
1 C -1.30983 -0.50700 -0.53637
2 C -1.79504 -1.56076 -1.20942
3 C -1.56634 0.62216 -1.43215
4 O -0.70070 1.54274 -1.44013
5 Fe 0.40127 0.69356 0.04954
6 H -1.84899 -2.26546 -0.27527
7 H -2.76494 -1.62507 -1.71886
8 H -2.56332 0.84734 -1.85773
9 C 2.08444 0.64370 1.32378
10 C 3.08278 0.55824 2.11593
11 H 3.75460 1.41302 2.27846
12 H 3.22607 -0.36249 2.70222

Forces on atoms 1 to 6 (eV/Å):
-0.10 -2.36 -3.14
-1.14 0.03 5.55
0.74 5.54 0.99
-1.15 -1.93 -0.19
0.49 0.10 0.08
0.21 -0.44 -1.42

[9]
Here is C5H5I2N as an isolated structure at a distorted geometry from the OMol25 dataset. Energies are from ωB97M-V with the def2-TZVPD basis set.

Results
**E_HOMO**: -8.5 eV
**LUMO energy**: 0.0044 hartree

Geometry (Å):
1 C 0.03150 0.38038 0.91237
2 C 1.40903 0.82218 0.82326
3 C 1.20237 -0.73146 -2.26171
4 C -0.97389 0.34387 0.01519
5 C 1.86757 1.88013 0.13546
6 N 1.89617 0.16656 -2.04637
7 I 0.80839 3.35314 -0.98886
8 I 3.93825 2.15128 0.00834
9 H -0.03315 0.33207 2.02053
10 H 2.07550 0.20716 1.51767
11 H 0.56317 -1.50018 -2.54448
12 H -2.07304 0.22143 0.27650
13 H -0.85213 0.48755 -1.03679

Forces on atoms 1 to 6 (eV/Å):
-0.91 0.97 1.00
1.01 -0.08 -0.66
1.51 1.96 0.22
-0.95 -0.12 1.39
0.33 -0.22 0.26
-0.72 -1.32 -0.54

no.,E_tot (eV)
1,-28565.490
2,-60138.571
3,-43771.240
4,-7981.980
5,-16945.025
6,-12074.587
7,-12075.373
8,-41672.918
9,-22954.244